Entry from the OMol25 dataset: a 4-piece molecular cluster, C40H80F7N7O9PS overall at a distorted geometry (the ωB97M-V functional and the def2-TZVPD basis).

Last column: Mulliken charge in e.
Geometry (Å):
C (4.11258, -4.31778, -2.80743)  0.518
N (-1.81642, -3.05212, -1.39265)  -0.797
H (-0.73146, 6.73775, 1.93146)  0.223
O (-3.36345, -2.57047, 3.60548)  -0.316
C (-4.63619, -1.99568, 3.35867)  -0.755
C (-0.35841, -1.58586, 1.18643)  -1.690
H (-1.38246, 2.86377, 1.77561)  0.234
H (-3.64785, 5.41296, -1.19170)  0.341
F (-1.79881, 2.12041, -4.07505)  -0.298
F (-2.12982, 3.52654, -2.46510)  -0.188
H (3.67948, 2.12636, 0.69601)  0.628
H (3.70487, 1.00521, -5.44236)  0.402
H (-3.09519, 11.13140, -1.14321)  0.350
H (7.76669, -5.14323, -2.30830)  0.298
C (-0.83032, -2.38923, 1.93620)  -0.565
H (-6.01720, 7.86718, 0.25905)  0.363
H (-2.35078, 9.51509, -1.21902)  0.291
H (6.80083, 1.35227, -1.51659)  0.455
H (-1.33151, 0.55760, 2.39926)  0.327
C (-4.73397, 9.57418, 0.18149)  -0.811
C (1.12134, -2.64491, -1.11500)  -0.461
C (-2.60226, 10.35140, -0.55662)  -0.709
H (5.44322, 2.54399, -1.66508)  0.395
C (5.76731, 1.57849, -1.27652)  -1.476
H (3.44863, 0.01079, 0.43396)  0.768
H (-3.13907, -1.52098, 5.37726)  0.374
H (3.73716, -3.30663, -2.71199)  -0.650
H (1.99580, -2.66585, -1.75355)  -1.526
C (2.53760, 0.04729, -1.43132)  -2.383
H (-4.66820, 7.84872, 1.40761)  0.172
C (-3.43260, -3.64577, 5.83677)  -1.027
H (2.14663, 2.00147, 1.46101)  0.687
C (2.63629, 1.90420, 0.48982)  -1.630
C (-6.88585, -2.57290, 6.93105)  -0.821
S (2.03132, 3.20846, -0.61293)  -0.155
C (3.48349, 1.54629, -3.41696)  0.448
H (0.06291, 1.46606, 0.42657)  -0.711
H (0.59470, 5.10267, 2.31146)  0.232
H (-1.56020, 1.27125, -1.65346)  -0.068
H (2.26812, 4.58549, 2.06885)  0.411
C (-5.37327, -2.55811, 6.87614)  -0.158
H (-2.44965, 0.11746, 1.07500)  0.244
H (2.24050, -6.85306, -1.95072)  0.417
H (7.92924, -7.33827, -3.81098)  0.400
H (4.35351, -7.27846, -0.81366)  0.388
F (2.74043, -1.60500, -3.35736)  0.054
H (3.03585, -6.54388, -3.48240)  0.374
H (-4.64379, -1.64650, 2.32463)  0.298
H (0.97706, 3.41110, 2.35407)  0.286
N (-0.47692, 0.61308, 0.43220)  1.010
H (5.65252, 1.58656, -0.19046)  0.290
H (-4.83143, -1.14615, 4.01709)  0.366
H (4.70024, -0.03708, -4.35004)  0.292
C (4.29567, -7.38800, -1.89959)  -0.942
C (-8.11041, -3.41074, 5.06221)  -0.713
H (-3.16662, -4.58678, 5.34868)  0.401
N (-4.19982, 7.31230, -0.60425)  -0.293
H (-1.22239, -2.96661, 2.74150)  0.718
F (1.64108, -0.17919, -4.46455)  -0.216
C (-1.70076, 6.84494, 1.44405)  -0.625
H (4.01645, -8.42725, -2.09739)  0.450
H (5.16091, 1.63819, -4.69707)  0.423
H (-1.48525, -1.21784, -2.99266)  0.050
C (1.66222, -3.29272, 0.18140)  -0.865
H (-2.18635, -0.64874, -0.95888)  0.024
H (1.74448, -2.65450, 1.05507)  0.575
H (1.03833, 5.29974, -0.05455)  0.636
C (-1.19650, 2.74981, -3.05859)  0.463
H (-3.99103, 5.78733, 1.83162)  0.360
H (-1.67939, 10.75793, -0.14623)  0.238
H (1.07372, 1.62293, -3.12816)  0.625
F (0.62860, -1.89810, -3.72290)  -0.229
H (9.09754, -5.42265, -3.45826)  0.356
H (-5.36738, -3.77957, 5.25928)  0.082
C (7.11109, -6.87033, -4.36500)  -0.836
H (4.07242, -4.61660, -3.85789)  0.300
C (1.56319, -1.01816, -3.43371)  0.303
O (-2.10974, 5.56004, 0.99607)  -0.294
H (-0.22218, 0.45737, -3.48460)  0.665
N (3.50376, 0.87231, -2.12728)  1.911
H (-5.20156, 5.50292, -0.37735)  0.445
H (-8.85030, -3.83711, 5.74489)  0.350
H (5.14971, -4.32059, -2.46542)  0.003
H (-2.88539, -3.61580, 6.78414)  0.420
C (-4.95236, 8.08885, 0.37396)  -0.156
H (-7.25404, -3.52138, 7.33140)  0.409
C (0.79297, -4.49450, 0.57658)  -0.740
H (-3.05742, 2.27174, 1.83790)  0.697
H (-2.40455, 7.26543, 2.16461)  0.351
F (0.89826, -4.71854, 1.94739)  -0.383
C (2.49516, 0.42501, 0.08235)  -0.540
O (-7.44546, -2.30818, 5.64976)  -0.346
H (-2.22696, 2.53965, 0.28615)  0.122
H (-5.43881, -2.72836, 3.46353)  0.207
C (-2.92364, -2.50927, 4.95525)  -0.299
H (8.20656, -3.89155, -3.48505)  0.223
H (-1.57383, 7.54148, 0.61219)  0.186
H (-7.41270, -4.19884, 4.75788)  0.297
C (-2.10878, 2.18938, 1.31421)  -1.199
H (-5.40977, 10.11375, 0.85020)  0.400
C (-1.59892, 0.73754, 1.35529)  -0.454
C (3.16968, -6.48805, -2.39626)  -0.553
H (-0.11713, 4.02965, 0.22118)  -0.172
N (5.63694, -7.16032, -2.42715)  -0.271
H (-8.62685, -3.04448, 4.17654)  0.238
N (1.19986, -0.25895, -2.12629)  1.711
H (0.47991, -3.37794, -1.60620)  1.073
H (-1.83235, -2.59690, 4.91985)  0.372
O (1.59657, -0.33777, 0.86093)  -0.386
C (0.37605, 0.91197, -2.69787)  -0.867
C (-3.51776, 5.37700, 0.93267)  -0.138
C (0.45790, -1.24305, -1.12779)  2.164
H (5.91722, -6.21526, -2.20017)  0.051
H (7.21412, -7.15063, -5.41650)  0.401
H (-5.07275, -1.59844, 6.43293)  0.149
O (2.90072, 2.57743, -3.58784)  -0.431
H (-4.96550, 9.87499, -0.84398)  0.411
C (1.22779, 4.34642, 1.84818)  -1.376
C (-0.66758, 1.78367, -2.00268)  0.851
H (2.99923, -0.93676, -1.34588)  0.538
H (-0.33902, 2.41936, -1.19392)  -1.132
H (-7.21660, -1.77485, 7.60115)  0.400
C (4.87990, 0.48266, -1.80285)  0.448
C (8.11211, -4.96583, -3.33303)  -0.711
N (-4.85947, -3.70061, 6.13058)  -0.283
O (-3.40578, 9.94398, 0.53384)  -0.341
O (3.28576, -5.13038, -1.98884)  -0.143
O (5.25448, -0.64463, -1.96172)  -0.436
C (-4.17270, 5.87621, -0.35208)  -0.852
H (-3.67276, 4.29732, 0.96877)  -0.013
H (2.65553, -3.71409, 0.02532)  0.757
H (-4.97911, -2.59442, 7.89575)  0.382
O (7.19558, -5.44989, -4.29568)  -0.332
C (0.30461, -0.59663, 0.32730)  0.301
H (-3.24845, 7.65472, -0.63242)  0.055
C (4.31835, 0.95904, -4.54805)  -1.521
H (5.67096, -8.42473, -4.08725)  0.410
P (-1.38033, -1.57424, -1.63573)  0.351
H (-2.58104, -3.10555, -0.72969)  0.332
C (0.93444, 4.29505, 0.35337)  0.529
H (-0.25286, -4.35182, 0.30629)  0.385
C (5.76852, -7.35839, -3.86537)  -0.150
F (-0.25856, 3.55965, -3.54563)  -0.226
H (4.99519, -6.82432, -4.43483)  0.154
H (1.16423, -5.39445, 0.08030)  0.171

Force components x, y, z for each atom (eV/Å):
C -0.04 -0.15 0.30
N 0.20 0.34 -0.23
H -0.02 -0.02 0.02
O -0.07 0.07 0.13
C 0.08 -0.08 -0.20
C 0.34 -0.41 -0.20
H -0.14 0.03 0.12
H -0.02 -0.05 0.01
F 0.09 -0.10 -0.27
F 0.11 -0.09 -0.14
H 0.10 -0.13 -0.14
H 0.04 -0.08 -0.07
H 0.01 -0.01 -0.04
H 0.07 -0.05 0.02
C 0.05 0.60 0.42
H 0.00 -0.02 0.00
H -0.04 0.03 -0.07
H 0.04 0.05 -0.01
H 0.02 -0.49 -0.07
C -0.13 0.06 0.18
C 1.24 -0.31 -0.04
C 0.00 0.02 0.11
H 0.14 0.06 0.10
C -0.50 -0.08 -0.35
H 0.07 -0.02 -0.26
H -0.11 -0.02 -0.01
H 0.17 0.01 0.00
H -0.06 0.31 -0.09
C 0.27 -0.31 0.71
H -0.10 0.04 0.05
C -0.14 -0.16 -0.02
H 0.01 -0.09 -0.07
C -0.62 0.39 0.56
C -0.01 0.20 0.12
S 0.13 0.10 -0.53
C 0.15 0.44 -0.55
H 0.32 -0.22 0.04
H 0.03 0.04 -0.03
H 0.16 -0.22 -0.07
H 0.02 0.02 -0.07
C 0.01 -0.12 -0.15
H 0.28 -0.42 -0.01
H 0.00 0.04 0.01
H -0.03 0.02 0.08
H -0.05 -0.03 0.00
F -0.29 0.15 -0.01
H 0.10 0.05 -0.02
H 0.03 0.01 0.01
H 0.04 -0.02 -0.05
N -0.46 -0.26 -0.51
H 0.03 0.08 0.01
H -0.02 -0.03 0.05
H -0.11 -0.07 -0.10
C 0.19 0.04 0.09
C -0.01 0.11 -0.01
H 0.05 0.01 0.02
N 0.04 -0.04 0.19
H -0.19 -0.26 -0.28
F 0.04 0.02 0.25
C 0.14 -0.11 -0.10
H -0.02 0.00 -0.04
H 0.03 -0.05 -0.08
H 0.25 0.34 0.16
C -0.36 -0.76 0.61
H 0.35 0.34 -0.14
H -0.09 0.20 -0.21
H 0.23 -0.13 -0.28
C -0.32 0.22 0.74
H 0.04 0.12 -0.03
H -0.01 -0.01 0.03
H 0.20 -0.31 0.00
F 0.01 -0.07 0.22
H 0.01 -0.01 0.04
H -0.04 -0.05 0.03
C -0.06 -0.05 -0.22
H 0.03 -0.04 0.00
C 0.29 -0.08 -0.83
O -0.03 0.15 0.05
H 0.34 -0.08 -0.15
N 0.35 0.30 -0.01
H -0.01 0.00 0.05
H 0.00 -0.04 0.00
H 0.05 -0.03 -0.13
H 0.01 0.04 0.00
C 0.16 -0.05 -0.09
H 0.05 -0.05 -0.06
C 0.28 -0.04 -0.27
H 0.01 0.03 0.05
H -0.04 0.03 -0.03
F -0.05 0.02 0.02
C 0.44 0.33 0.13
O 0.03 -0.17 -0.06
H -0.25 -0.05 0.01
H -0.06 0.06 0.08
C 0.20 -0.03 0.08
H -0.02 -0.01 -0.02
H -0.08 0.08 0.04
H -0.03 -0.06 0.05
C 0.63 -0.20 -0.29
H 0.01 0.02 -0.02
C -0.48 1.23 0.33
C -0.18 -0.18 0.07
H 0.03 -0.05 -0.13
N -0.13 0.09 -0.12
H 0.02 0.03 0.01
N 0.36 0.11 0.15
H -0.34 0.18 0.18
H -0.01 0.01 -0.01
O 0.01 -0.39 -0.29
C -0.86 0.74 -0.04
C -0.13 -0.22 0.00
C -1.40 -0.04 0.21
H 0.06 -0.03 0.02
H 0.03 0.01 0.01
H -0.02 0.07 0.10
O -0.42 -0.28 0.17
H 0.05 -0.06 -0.04
C -0.12 -0.04 0.11
C -0.54 0.11 0.04
H -0.30 -0.14 -0.38
H 0.33 -0.08 -0.18
H -0.02 -0.02 0.00
C 0.47 -0.41 -0.18
C -0.04 0.04 -0.09
N 0.04 0.19 -0.08
O 0.07 -0.07 -0.16
O 0.00 0.01 -0.14
O -0.30 -0.11 0.34
C 0.11 0.14 -0.17
H -0.02 0.01 0.00
H 0.09 0.32 -0.35
H 0.02 0.00 0.00
O 0.04 0.00 0.17
C 0.15 0.89 0.48
H 0.00 0.04 -0.05
C 0.16 0.28 0.67
H -0.02 -0.01 0.01
P -0.84 -0.91 0.10
H 0.11 -0.21 0.10
C -0.24 -0.13 0.84
H -0.02 0.06 0.16
C 0.01 0.11 0.16
F 0.16 -0.03 -0.23
H 0.01 -0.07 -0.10
H -0.08 0.00 -0.01

total charge	+1
Kohn-Sham gap	7.59	eV
F_max	1.41	eV/Å
calculated total energy	-110765.9505	eV